Below is F7Xe as an isolated structure, with properties calculated with wB97M-V/def2-TZVPD.

**Total energy**: -27975.8015 eV
**LUMO level**: 2.526 eV
**Charge**: -1
**HOMO**: -6.8 eV
**Energy above the lowest of the compared OMol25 structures with the same formula, charge and spin**: 0.000 eV
**Spin multiplicity**: 1

Cartesian coordinates (Å):
F1 0.7934 0.4807 -1.8302
F2 0.8980 -1.8441 0.0302
F3 -0.1912 1.8173 0.3330
F4 -1.6253 0.5708 -1.1308
F5 1.7945 0.4212 0.4288
F6 -1.5407 -1.3140 0.3799
F7 -0.1065 -0.0803 1.8525
Xe1 -0.0222 -0.0516 -0.0634

Atomic partial charges in e from the Löwdin method, atoms 1 to 4: atom 1 (F): -0.553, atom 2 (F): -0.553, atom 3 (F): -0.477, atom 4 (F): -0.566